Entry 1:
A cluster of 7 separate species, C28H77N7O7 in total, computed with ωB97M-V with the def2-TZVPD basis set.

The geometry in XYZ format:
```
119
Properties=species:S:1:pos:R:3:forces:R:3
C -0.074 0.186 -7.581 -1.2 -0.8 -1.6
O 0.238 0.320 -6.254 0.5 1.3 1.5
C 1.547 -0.126 -5.919 0.3 0.5 -1.5
C 2.111 0.366 -4.604 -0.8 -0.1 1.1
C 2.679 1.792 -4.583 -1.0 0.0 -1.0
N 3.217 -0.512 -4.233 -0.1 -0.3 -0.8
H -1.136 0.359 -7.758 -0.2 0.2 0.6
H 0.046 -0.838 -7.935 0.4 -0.4 0.0
H 0.380 0.828 -8.335 0.8 0.4 0.4
H 1.475 -1.203 -6.066 0.6 -0.4 0.6
H 2.285 0.273 -6.615 -0.1 -0.2 -0.8
H 1.294 0.246 -3.893 -0.2 0.4 0.4
H 3.746 1.677 -4.774 0.1 0.5 0.6
H 2.349 2.372 -3.721 0.7 -0.3 0.4
H 2.296 2.420 -5.387 -0.2 -0.2 -0.4
H 3.529 -0.330 -3.290 -0.1 -0.2 0.1
H 2.905 -1.463 -4.365 0.3 -0.3 0.5
C 2.510 -3.164 0.501 0.7 0.2 -2.0
O 3.189 -4.123 1.256 0.0 0.3 0.8
C 3.117 -3.812 2.648 0.3 -2.1 -0.2
C 3.821 -4.992 3.420 -1.0 1.0 0.6
C 3.628 -4.785 4.919 -0.3 0.0 -0.2
N 5.245 -5.040 3.180 0.3 -0.1 -1.1
H 2.984 -3.147 -0.480 0.4 0.0 -0.2
H 2.633 -2.141 0.858 -0.4 0.0 0.4
H 1.500 -3.415 0.177 -0.5 0.0 1.0
H 3.636 -2.878 2.865 0.0 0.3 0.1
H 2.062 -3.746 2.912 -0.1 0.1 0.3
H 3.373 -5.940 3.122 0.0 0.1 -0.2
H 3.859 -5.659 5.527 0.3 0.0 -0.3
H 2.588 -4.555 5.149 0.0 0.4 0.1
H 4.306 -3.974 5.185 -0.2 0.1 0.4
H 5.348 -5.259 2.200 0.2 -0.6 -0.4
H 5.570 -4.085 3.145 0.3 0.4 0.6
C -1.085 -2.394 0.325 -1.1 -1.2 -0.5
O -0.439 -1.362 -0.341 0.8 0.2 0.1
C -0.389 -0.169 0.416 0.3 0.8 -0.8
C 0.394 0.869 -0.427 1.9 -0.3 -0.3
C 1.895 0.449 -0.350 0.1 0.4 -0.7
N 0.221 2.216 0.085 -1.6 -0.3 1.1
H -0.634 -2.803 1.229 0.1 1.0 0.7
H -1.115 -3.326 -0.241 0.3 0.3 -0.9
H -2.142 -2.135 0.378 -0.2 0.0 0.9
H -1.376 0.213 0.678 -0.4 -0.1 -0.2
H 0.139 -0.319 1.357 0.2 -0.2 0.2
H 0.063 0.824 -1.464 -0.2 -0.1 0.0
H 2.129 0.216 0.688 0.2 -0.4 -0.1
H 2.610 1.216 -0.648 -0.4 0.8 0.1
H 2.211 -0.299 -1.077 -0.5 -0.8 0.4
H 0.055 2.094 1.073 0.0 0.6 0.3
H 0.904 2.951 -0.033 0.4 -0.6 -0.4
C 1.455 6.846 -2.653 -0.7 0.2 0.6
O 2.753 6.304 -2.674 0.5 0.3 0.0
C 3.187 5.824 -1.389 -1.8 -1.7 -1.2
C 4.469 4.924 -1.572 1.2 0.8 0.5
C 4.749 3.826 -2.663 -1.3 1.5 0.0
N 4.844 4.447 -0.218 -0.5 0.5 -0.2
H 1.154 7.406 -3.538 0.8 -0.3 -0.4
H 1.290 7.559 -1.845 0.4 0.2 0.4
H 0.686 6.089 -2.499 0.0 -0.5 0.0
H 3.276 6.632 -0.662 1.1 0.2 -0.2
H 2.319 5.314 -0.971 -0.1 -0.9 0.1
H 5.047 5.789 -1.897 1.3 -0.3 0.4
H 4.631 4.347 -3.613 -0.9 -0.5 -0.4
H 4.101 2.963 -2.509 0.0 0.1 -0.4
H 5.776 3.484 -2.793 0.2 0.2 1.1
H 5.796 4.123 -0.121 0.3 0.3 -0.4
H 4.296 3.616 -0.050 -0.3 -0.1 0.2
C 0.172 0.098 8.707 0.2 -0.3 1.9
O -0.243 0.111 7.380 -0.3 0.9 -0.3
C 0.785 0.606 6.529 -0.3 0.8 -1.1
C 0.259 1.188 5.156 0.5 -0.2 0.3
C -0.367 0.083 4.387 -1.0 -0.3 0.5
N 1.287 1.768 4.284 -0.5 0.1 0.7
H 0.596 -0.856 9.024 0.9 -0.1 -0.5
H -0.560 0.175 9.511 -1.4 0.2 -0.8
H 0.790 0.942 9.013 0.7 0.0 -0.6
H 1.308 1.457 6.967 0.2 -0.1 0.5
H 1.473 -0.217 6.339 0.4 0.0 -0.2
H -0.456 1.993 5.327 -0.1 -0.1 0.4
H -0.795 0.441 3.451 0.2 -0.2 -0.1
H -1.177 -0.305 5.005 -0.1 -0.3 -0.2
H 0.398 -0.688 4.296 -0.2 -0.3 -0.5
H 1.821 1.054 3.810 0.4 0.1 0.2
H 1.841 2.454 4.777 0.4 -0.1 -0.2
C -2.818 2.966 2.590 2.1 -1.5 0.5
O -3.707 3.981 2.674 -1.8 1.2 -1.2
C -4.666 3.962 1.602 0.7 0.7 -0.6
C -4.105 4.318 0.158 -1.2 2.3 -0.4
C -3.300 5.627 0.115 0.6 -0.5 -0.1
N -5.250 4.614 -0.776 -0.6 -1.6 0.4
H -2.366 2.858 3.576 -0.1 -0.3 0.2
H -1.954 3.123 1.945 0.0 0.5 -0.5
H -3.234 2.017 2.252 -0.4 -0.2 0.2
H -5.206 3.015 1.604 0.1 -0.2 -0.1
H -5.376 4.734 1.899 -0.1 0.1 -0.3
H -3.450 3.590 -0.321 -0.4 -0.6 0.3
H -3.620 6.371 0.845 0.4 -0.2 0.3
H -3.455 6.086 -0.861 0.0 0.0 0.0
H -2.245 5.352 0.099 0.3 0.6 0.8
H -4.989 5.171 -1.577 0.4 -0.2 0.1
H -6.041 5.094 -0.369 0.1 -0.1 0.5
C -6.757 -8.121 -3.911 0.8 0.3 -0.1
O -6.222 -6.823 -3.529 -0.7 -0.9 -1.4
C -5.142 -6.770 -2.653 0.2 -0.7 2.2
C -4.901 -5.361 -2.146 -2.1 2.5 -0.8
C -4.134 -5.215 -0.898 2.3 -1.9 0.7
N -6.249 -4.814 -1.856 -0.5 -0.7 -0.5
H -7.783 -8.035 -4.271 0.1 0.5 0.2
H -6.752 -8.905 -3.154 0.1 0.5 0.7
H -6.178 -8.569 -4.718 0.2 0.3 -0.3
H -5.437 -7.329 -1.765 0.0 -0.3 0.4
H -4.169 -7.185 -2.915 0.0 -0.2 -1.0
H -4.366 -4.806 -2.917 -0.1 0.3 -0.5
H -4.466 -6.017 -0.238 -0.3 0.6 0.7
H -3.944 -4.248 -0.434 -1.1 0.1 -0.1
H -3.100 -5.503 -1.086 0.4 -0.3 -0.3
H -6.406 -3.865 -1.546 0.8 0.0 -0.1
H -6.869 -5.005 -2.630 -0.1 0.1 0.0
```
Forces are in eV/Å.

Values from the calculation:
Max |F| (eV/Å): 3.375
Charge: 0
LUMO energy (eV): 0.43
Gap between HOMO and LUMO (eV): 9.23
Relative energy (zero: lowest compared OMol25 entry of this formula, charge and spin) (kcal per mole): 123.66
SMILES string: COC[C@H](C)N.COC[C@H](C)N.COC[C@H](C)N.COC[C@H](C)N.COC[C@H](C)N.COC[C@H](C)N.COC[C@H](C)N
Multiplicity: 1


Entry 2:
A structure of composition C28H78F6NO17S2Y, computed with ωB97M-V with the def2-TZVPD basis set.

The geometry in XYZ format:
```
133
Properties=species:S:1:pos:R:3:forces:R:3
Y 1.998 -1.069 1.957 -0.5 1.7 -0.5
C -0.082 -1.361 -2.150 -1.7 0.9 -0.3
F 0.246 -2.599 -2.201 1.0 -1.8 1.0
F 0.944 -0.579 -2.329 0.6 0.4 0.1
F -0.948 -1.199 -3.133 -0.5 0.9 0.3
S -0.981 -0.910 -0.413 -1.7 -0.9 1.4
O -2.004 0.119 -0.658 2.4 -2.1 0.2
O -1.409 -2.142 0.268 1.2 1.4 -1.7
N 0.362 -0.290 0.630 -3.4 0.3 -3.2
S 0.278 1.295 0.218 2.8 3.9 -1.8
O 1.526 1.846 0.754 -1.6 -0.7 -0.1
O 0.103 1.692 -1.213 -0.3 -1.5 3.2
C -1.176 2.049 1.247 -1.0 0.1 0.0
F -2.106 2.604 0.496 0.3 -0.5 -0.6
F -1.704 1.068 1.969 -0.1 -0.4 0.0
F -0.772 2.979 2.069 1.1 0.1 0.3
C -3.045 3.927 4.455 0.6 0.3 0.1
C -3.408 4.339 5.903 -0.9 -0.7 -1.7
O -4.782 3.955 6.080 0.7 0.1 0.7
H -3.285 2.892 4.213 -0.1 -0.2 0.5
H -1.976 4.055 4.287 0.2 0.1 -0.1
H -3.559 4.501 3.684 -0.1 0.3 0.2
H -3.244 5.406 6.053 -0.1 0.1 0.0
H -2.772 3.799 6.604 -0.3 -0.1 0.2
H -5.350 4.620 5.685 0.0 0.1 0.0
C -1.581 -3.564 3.176 0.2 0.5 0.8
C -1.071 -2.139 3.319 -2.6 -0.1 -2.4
O 0.336 -2.174 3.378 1.9 1.0 0.4
H -1.126 -4.135 2.367 0.0 0.4 -0.1
H -2.662 -3.527 3.041 0.0 -0.3 0.3
H -1.268 -4.030 4.111 -0.6 -0.6 0.1
H -1.585 -1.565 4.090 0.6 -0.3 0.7
H -1.359 -1.602 2.416 0.4 0.1 0.0
H 0.512 -2.567 4.236 0.6 -0.3 0.3
C 4.984 -1.574 -1.768 -1.1 1.2 0.5
C 3.515 -1.800 -1.228 1.9 -2.8 -1.8
O 3.144 -0.905 -0.177 0.1 -0.4 -0.1
H 5.553 -1.337 -0.869 0.5 -0.2 -0.3
H 5.063 -0.741 -2.467 -0.3 0.5 0.3
H 5.456 -2.339 -2.385 -0.5 -0.7 0.6
H 3.522 -2.833 -0.881 -0.1 0.2 0.8
H 2.790 -1.873 -2.039 -0.1 0.8 0.1
H 3.220 -0.070 -0.643 -0.2 1.0 0.7
C -2.501 -4.942 -2.739 0.7 -1.3 0.5
C -2.124 -6.469 -2.644 -0.1 1.2 0.0
O -2.945 -7.305 -3.454 0.6 0.8 0.6
H -1.646 -4.374 -2.371 0.3 0.1 -0.2
H -3.291 -4.656 -2.045 -0.5 -0.1 -0.6
H -2.650 -4.743 -3.800 -0.4 0.4 0.2
H -2.144 -6.797 -1.605 -0.1 -0.1 0.2
H -1.078 -6.513 -2.949 -0.1 -0.5 -0.4
H -3.788 -7.264 -2.996 -0.4 -0.4 -0.3
C 1.786 -5.268 -4.464 -1.2 0.4 -0.6
C 0.874 -4.675 -5.626 1.3 -1.7 0.5
O 1.600 -3.624 -6.169 0.4 1.8 -0.1
H 1.661 -4.742 -3.518 -0.4 0.0 0.1
H 2.846 -5.138 -4.681 -0.1 -0.1 -0.6
H 1.592 -6.331 -4.323 0.0 0.1 0.1
H -0.149 -4.369 -5.410 0.0 -0.1 0.8
H 0.787 -5.413 -6.424 -0.1 -0.5 0.2
H 0.977 -3.003 -6.555 0.2 0.1 -0.3
C 0.418 2.170 5.332 -0.1 0.0 0.7
C 0.303 0.915 4.491 -1.2 0.0 1.8
O 1.170 0.951 3.386 0.3 -1.6 -0.5
H 0.297 3.011 4.650 -0.3 0.3 0.3
H 1.259 2.391 5.989 0.6 -0.6 -0.5
H -0.385 2.099 6.066 -0.4 0.4 -0.3
H -0.749 0.964 4.210 0.0 -0.4 -0.7
H 0.417 -0.006 5.063 0.3 0.0 0.0
H 1.450 1.869 3.423 0.9 0.9 -1.2
C 1.665 6.382 -0.607 0.1 0.1 -0.2
C 1.538 5.008 0.019 0.1 0.9 -0.8
O 1.035 5.115 1.352 0.2 -0.7 -0.4
H 2.162 6.269 -1.571 0.2 0.3 0.0
H 2.213 7.069 0.038 0.3 -0.1 -0.1
H 0.716 6.876 -0.817 -0.3 -0.3 0.1
H 2.496 4.491 -0.030 0.3 0.2 0.8
H 0.954 4.387 -0.660 -0.8 -0.2 0.4
H 0.650 5.985 1.476 -0.1 0.1 -0.1
C 1.500 -5.175 -0.751 -0.7 -0.1 -0.3
C 1.254 -4.723 0.687 1.1 -2.1 -0.8
O 1.216 -3.339 0.718 0.4 3.3 0.8
H 2.229 -4.560 -1.278 0.6 -0.3 0.5
H 0.640 -5.021 -1.403 -0.5 -0.2 0.3
H 1.730 -6.239 -0.799 0.2 0.1 -0.1
H 2.120 -5.023 1.276 -0.1 -0.1 0.2
H 0.352 -5.146 1.130 0.0 -0.1 -0.1
H 0.448 -3.063 0.212 -0.5 0.1 -0.1
C 0.457 3.663 -3.897 -1.3 0.3 0.4
C -1.000 3.757 -4.461 3.0 -0.7 0.3
O -0.938 4.118 -5.783 -0.5 -0.1 0.6
H 0.427 3.759 -2.812 -0.1 -0.1 0.0
H 1.093 4.458 -4.287 0.0 -0.3 -0.3
H 0.752 2.640 -4.129 0.5 0.2 -0.2
H -1.541 4.517 -3.896 -0.6 0.8 0.4
H -1.544 2.822 -4.327 -0.6 -0.1 0.0
H -1.784 3.792 -6.101 -0.6 0.0 -1.4
C 5.491 1.796 0.767 0.1 0.2 0.3
C 4.952 1.192 2.117 1.1 2.1 -2.3
O 3.549 0.987 1.977 -0.1 -3.1 0.3
H 6.502 2.178 0.902 0.1 -0.1 0.1
H 4.919 2.626 0.351 -0.3 0.2 0.5
H 5.552 1.098 -0.068 0.0 -0.5 0.3
H 5.002 1.965 2.884 0.8 -0.4 0.3
H 5.608 0.332 2.248 -0.8 -0.4 0.8
H 3.165 1.866 2.013 -0.9 0.8 0.0
C -3.551 -1.661 -4.946 0.5 -0.5 -0.4
C -3.245 -0.205 -5.370 -1.0 -0.7 0.6
O -2.873 -0.054 -6.733 0.0 -0.1 0.7
H -4.200 -1.832 -4.086 -0.3 0.9 0.0
H -2.687 -2.253 -4.642 0.4 0.2 -0.5
H -4.014 -2.184 -5.782 0.0 0.1 -0.1
H -2.478 0.223 -4.724 0.5 0.1 0.2
H -4.137 0.396 -5.193 -0.1 0.0 0.1
H -3.358 0.729 -7.003 0.0 0.0 -0.7
C 2.526 5.028 4.704 1.9 -0.9 0.3
C 3.244 3.776 4.002 -2.2 3.1 0.4
O 2.451 3.509 2.833 1.0 -2.9 0.7
H 3.350 5.499 5.240 -0.2 0.5 0.1
H 1.788 4.796 5.472 -0.1 -0.3 -0.3
H 2.118 5.743 3.989 0.1 -0.2 -0.1
H 3.233 2.973 4.739 0.1 -0.4 -0.5
H 4.254 4.067 3.713 0.1 -0.2 0.1
H 2.146 4.295 2.375 -0.4 0.7 -0.1
C -4.894 -2.010 0.228 -0.8 -0.3 -0.2
C -4.722 -0.565 0.637 0.1 0.0 -0.4
O -5.799 -0.122 1.432 0.4 0.2 0.3
H -4.921 -2.683 1.085 0.8 0.0 0.3
H -4.163 -2.309 -0.524 0.1 -0.2 0.1
H -5.900 -2.223 -0.135 0.0 0.5 -0.6
H -4.646 0.138 -0.192 -0.4 -0.3 -0.4
H -3.732 -0.447 1.079 0.0 0.0 0.8
H -5.657 -0.446 2.324 -0.2 0.0 0.2
```
Forces are in eV/Å.

Values from the calculation:
Max |F| (eV/Å): 5.120
Charge: +3
LUMO energy (spin up / spin down) (eV): -8.81 / -13.23
Gap between HOMO and LUMO (spin up / spin down) (eV): 6.14 / 1.71
Multiplicity: 2
Expectation value of S²: 0.75


Entry 3:
A cluster of 10 separate species, C28H78N2O15 in total, computed with ωB97M-V with the def2-TZVPD basis set.

The geometry in XYZ format:
```
123
Properties=species:S:1:pos:R:3:forces:R:3
C -12.031 -21.292 23.083 -1.0 1.0 2.1
O -13.360 -21.221 22.583 1.0 0.0 -1.3
C -13.640 -19.869 22.312 -1.6 -0.1 -2.5
C -15.176 -19.747 21.920 0.9 0.4 1.9
N -15.622 -18.315 21.821 0.3 -1.2 1.9
C -16.924 -18.279 21.270 -0.2 2.0 -1.8
C -17.365 -16.874 20.846 9.9 0.0 6.1
O -18.396 -16.543 20.302 -12.4 0.9 -4.8
C -19.629 -16.786 20.994 -0.2 -0.1 0.3
H -12.242 -21.040 24.130 1.0 -0.5 0.4
H -11.219 -20.627 22.800 -0.6 1.0 -1.1
H -11.555 -22.214 22.966 -0.1 -2.0 -0.1
H -13.042 -19.557 21.397 -0.4 0.0 1.2
H -13.405 -19.291 23.186 0.1 0.7 0.4
H -15.712 -20.345 22.742 0.3 1.2 -1.3
H -15.361 -20.178 20.951 0.1 -0.8 -0.3
H -15.144 -17.913 21.065 1.8 0.6 -0.8
H -17.594 -18.790 21.811 -2.7 -1.6 2.5
H -16.897 -18.736 20.348 -0.1 -1.9 -2.5
H -16.683 -16.523 20.063 1.6 -0.1 0.7
H -17.252 -16.232 21.789 0.7 -0.5 -0.4
H -20.121 -17.760 20.901 1.2 -0.6 0.3
H -20.435 -16.233 20.608 -0.5 1.6 -1.2
H -19.600 -16.438 22.026 0.6 -0.4 0.3
C -16.811 -16.121 12.999 0.7 2.1 -0.3
O -15.757 -15.408 13.631 0.7 -0.8 0.7
C -15.687 -15.640 15.041 1.1 1.5 -0.8
C -15.851 -14.304 15.739 0.5 -0.3 1.4
N -15.978 -14.520 17.188 -0.6 -2.9 0.0
C -16.192 -13.374 18.000 -0.4 2.3 -1.8
C -16.398 -13.734 19.396 0.3 -5.9 -4.4
O -16.425 -12.973 20.381 0.3 6.5 4.6
C -16.536 -13.588 21.622 1.6 -1.1 -1.0
H -16.663 -17.172 12.930 0.0 -1.0 0.5
H -16.779 -15.738 11.990 -0.3 0.0 -0.4
H -17.715 -15.760 13.467 -0.8 -0.6 0.0
H -14.736 -16.043 15.377 0.7 0.1 -0.5
H -16.310 -16.407 15.352 -2.1 -1.2 0.5
H -16.704 -13.720 15.457 -0.5 0.3 -1.1
H -14.915 -13.782 15.497 -0.4 0.4 0.3
H -16.839 -15.124 17.310 1.4 0.7 -0.2
H -17.081 -12.914 17.621 -0.8 1.2 -0.3
H -15.383 -12.707 17.847 1.0 0.9 0.0
H -15.636 -14.461 19.481 1.4 -1.7 0.7
H -17.297 -14.281 19.337 -1.8 -1.5 0.0
H -17.448 -14.138 21.683 -0.8 -0.4 0.2
H -16.458 -12.781 22.253 -0.3 1.5 2.0
H -15.660 -14.261 21.834 -0.6 0.2 -0.4
O -9.185 -15.272 24.790 -0.2 -1.1 -1.3
C -10.319 -14.707 24.111 -1.9 -4.6 2.6
C -11.196 -14.053 25.124 1.3 1.9 -0.2
O -12.382 -13.473 24.643 -0.5 -0.8 0.1
H -9.104 -16.179 24.344 0.1 1.6 1.3
H -10.032 -14.103 23.351 0.6 1.8 -2.6
H -10.996 -15.585 23.816 1.2 1.2 -0.6
H -10.657 -13.195 25.479 0.6 0.5 0.6
H -11.305 -14.703 25.962 -0.5 -0.7 0.6
H -13.041 -14.184 24.579 -0.1 0.6 -0.5
O -12.063 -10.694 23.853 0.6 2.1 -0.3
C -13.443 -10.475 24.097 3.3 0.3 2.2
C -14.215 -11.090 23.106 -1.3 -2.6 -3.0
O -15.547 -10.782 23.267 -1.4 0.4 -0.1
H -11.964 -11.617 23.824 0.3 -2.1 0.0
H -13.627 -10.901 25.040 -0.7 -0.5 1.6
H -13.561 -9.427 24.181 -0.4 1.2 -0.2
H -14.123 -12.218 23.007 0.4 1.0 0.5
H -13.914 -10.725 22.164 0.4 0.6 -1.4
H -15.843 -11.455 23.866 -1.0 -0.1 0.5
O -10.949 -12.981 29.777 -0.5 -0.5 1.3
C -11.612 -13.329 28.598 3.7 -1.2 -0.9
C -12.311 -12.222 27.996 -2.8 1.9 3.6
O -13.275 -12.634 27.151 0.4 -2.2 -3.8
H -10.287 -12.313 29.611 0.2 0.2 -0.3
H -10.792 -13.755 27.894 -1.2 0.7 0.5
H -12.285 -14.120 28.659 -1.2 -1.6 1.3
H -11.551 -11.597 27.653 0.7 2.0 -1.2
H -13.074 -11.746 28.720 2.4 0.1 0.2
H -12.768 -13.160 26.476 -1.7 0.7 -0.2
C -11.298 -17.859 25.651 -6.1 1.2 0.5
C -10.261 -18.661 25.219 2.8 -2.0 -1.9
O -9.546 -17.883 24.258 0.9 -1.5 -1.8
H -11.160 -16.825 25.690 1.2 1.5 0.7
H -11.731 -18.230 26.550 -0.1 0.0 1.2
H -12.210 -17.844 25.008 0.6 -0.5 -0.3
H -10.627 -19.597 24.719 0.5 0.6 0.8
H -9.581 -18.848 26.035 0.3 -0.6 0.3
H -9.169 -18.542 23.637 0.0 1.0 0.4
C -16.929 -9.512 26.670 -2.1 1.6 0.7
C -15.604 -9.849 27.122 1.2 -3.4 -1.9
O -15.502 -11.280 26.919 -0.6 0.6 0.2
H -16.958 -9.773 25.636 -0.5 0.2 -0.9
H -16.926 -8.400 26.770 -1.0 -0.7 -0.2
H -17.791 -10.042 27.230 1.5 1.0 -0.7
H -15.423 -9.643 28.093 0.5 0.8 3.5
H -14.824 -9.393 26.546 0.3 0.7 -0.6
H -14.591 -11.600 26.953 0.1 -0.3 -0.1
C -14.461 -15.846 25.338 1.7 -0.3 1.6
C -15.611 -15.074 24.923 -0.6 1.4 0.2
O -15.302 -13.698 25.042 0.4 -0.4 0.1
H -14.744 -16.855 25.415 -0.4 -1.5 0.5
H -13.889 -15.547 26.252 -0.8 0.0 -0.6
H -13.844 -15.872 24.512 2.2 0.1 -1.6
H -16.391 -15.455 25.558 -1.3 0.6 0.2
H -15.780 -15.315 23.884 -0.6 -0.3 -0.4
H -16.066 -13.125 24.848 -0.1 -0.4 0.3
C -18.886 -13.474 24.112 -0.6 -3.4 -4.2
C -18.515 -12.731 25.263 -0.3 0.5 1.4
O -17.326 -12.125 24.943 0.2 0.7 -1.7
H -18.056 -14.242 23.788 -1.3 1.5 0.8
H -19.132 -12.907 23.171 0.4 -0.1 1.1
H -19.747 -14.122 24.280 -0.2 0.1 0.2
H -18.340 -13.380 26.080 0.2 -1.1 1.1
H -19.277 -12.059 25.647 -0.2 0.6 -0.4
H -17.069 -11.609 25.669 1.3 1.2 1.9
C -11.697 -16.837 21.398 3.6 -1.6 -3.2
C -12.937 -16.479 21.949 -2.8 1.2 -0.4
O -12.737 -15.154 22.330 -1.2 2.2 0.6
H -11.099 -17.032 22.241 1.4 -1.1 0.7
H -11.139 -15.997 20.958 -0.5 0.0 -0.3
H -11.689 -17.611 20.607 0.1 -0.1 0.7
H -13.078 -17.043 22.859 -0.8 -0.1 0.2
H -13.799 -16.585 21.249 0.4 0.1 0.6
H -12.431 -14.623 21.567 -0.4 -0.5 0.6
```
Forces are in eV/Å.

Values from the calculation:
Max |F| (eV/Å): 13.331
Charge: 0
LUMO energy (eV): 0.25
Gap between HOMO and LUMO (eV): 9.07
Relative energy (zero: lowest compared OMol25 entry of this formula, charge and spin) (kcal per mole): 128.74
SMILES string: COCCNCCOC.COCCNCCOC.OCCO.OCCO.OCCO.CCO.CCO.CCO.CCO.CCO
Multiplicity: 1


Molar mass? In order: 623.97 967.95 682.93 g mol⁻¹.